Entry 1:
C3H7NO | ωB97M-V/def2-TZVPD

## Properties
DFT total energy: -6762.6624 eV
ΔE to the lowest compared entry with this formula, charge and spin: 8.48 kJ/mol
SMILES: CCC(N)=O
Kohn-Sham gap: 10.74 eV
lowest unoccupied orbital energy: 0.0331 hartree
HOMO: -9.8 eV

ORCA input file:
```
! RIJCOSX wB97M-V def2-TZVPD def2/J DEFGRID3
* xyz 0 1
C 1.123 -1.109 0.544
C 0.476 -0.045 -0.351
C -0.796 0.523 0.273
O -0.849 0.800 1.458
N -1.770 0.836 -0.640
H 2.183 -1.262 0.314
H 1.020 -0.810 1.591
H 0.610 -2.070 0.419
H 0.320 -0.427 -1.370
H 1.105 0.838 -0.451
H -1.679 0.511 -1.585
H -2.501 1.484 -0.392
*
```

Entry 2:
C18H20N2O5S | ωB97M-V/def2-TZVPD

## Properties
DFT total energy: -43023.9302 eV
ΔE to the lowest compared entry with this formula, charge and spin: 1960.89 kJ/mol
SMILES: Cc1ccc(N(CC(=O)Nc2ccc3c(c2)OCCO3)S(C)(=O)=O)cc1
Kohn-Sham gap: 7.83 eV
lowest unoccupied orbital energy: -0.0024 hartree
HOMO: -7.9 eV

ORCA input file:
```
! RIJCOSX wB97M-V def2-TZVPD def2/J DEFGRID3
* xyz 0 1
C -3.806 -4.479 0.355
C -3.332 -3.037 0.275
C -2.531 -2.399 1.251
C -2.295 -1.179 1.258
C -2.798 -0.480 0.133
C -3.684 -0.920 -0.668
C -4.035 -2.303 -0.554
H -4.589 -2.550 -1.633
H -4.052 -0.160 -1.590
N -2.496 1.035 0.252
S -2.166 1.856 -1.254
O -3.393 1.999 -2.138
O -1.120 0.560 -1.938
C -1.273 3.344 -0.981
H -0.432 3.139 -0.514
H -1.068 3.531 -1.889
H -1.979 3.795 -0.566
C -2.001 1.639 1.512
H -2.427 1.470 2.244
H -2.132 2.821 1.482
C -0.519 1.427 1.638
O -0.122 1.901 2.939
N 0.197 0.922 0.795
C 1.499 0.504 0.877
C 2.027 0.074 -0.727
C 3.442 -0.445 -0.621
C 4.250 -0.451 0.456
C 3.792 0.426 1.615
C 2.348 0.584 1.891
H 2.100 0.995 2.775
H 4.457 0.508 2.413
O 5.544 -0.598 0.244
C 6.043 -0.736 -0.933
C 5.000 -1.793 -1.727
H 5.317 -1.915 -2.725
O 3.809 -0.825 -1.756
H 4.948 -2.614 -1.344
H 6.994 -1.224 -0.621
H 6.079 0.232 -1.457
H 1.250 -0.114 -1.228
H -0.210 0.481 0.046
H -1.854 -0.704 2.312
H -2.412 -3.169 2.095
H -4.971 -4.738 0.498
H -3.407 -4.966 0.956
H -3.495 -4.985 -0.715
*
```

Entry 3:
C58H87Br2F3N25OS | ωB97M-V/def2-TZVPD

## Properties
DFT total energy: -259905.1910 eV
Kohn-Sham gap: 5.25 eV
lowest unoccupied orbital energy: -0.1001 hartree
HOMO: -8.0 eV

ORCA input file:
```
! RIJCOSX wB97M-V def2-TZVPD def2/J DEFGRID3
* xyz 1 1
C 0.427 6.147 2.466
C 1.249 5.160 2.422
C 2.153 3.897 2.850
C 1.697 2.520 2.233
N 2.764 1.599 2.024
C 2.038 0.459 1.517
N 2.638 -0.674 1.204
C 4.141 -0.675 1.377
C 2.044 -1.945 0.708
C 1.741 -1.953 -0.863
C 1.319 -3.477 -1.229
C -0.273 -3.709 -1.186
C -0.862 -3.962 0.274
O 0.090 -4.525 1.205
C -0.326 -4.188 2.559
N 0.645 0.719 1.410
S -0.723 -0.152 0.862
N 0.428 2.010 1.887
C -0.865 2.743 2.028
C -1.188 3.397 0.601
C -2.511 4.276 0.562
F -2.231 5.561 1.090
Br -2.930 4.569 -1.378
C -3.801 3.587 1.197
F -3.758 3.595 2.620
F -4.923 4.395 0.825
Br -4.160 1.792 0.472
H -0.340 6.978 2.553
H 3.195 4.115 2.420
H 2.320 3.822 3.982
H 4.612 0.232 0.858
H 4.612 -1.615 0.956
H 4.343 -0.660 2.505
H 1.130 -2.202 1.352
H 2.794 -2.782 0.933
H 0.931 -1.229 -1.192
H 2.681 -1.715 -1.474
H 1.893 -4.176 -0.538
H 1.721 -3.674 -2.279
H -0.739 -2.740 -1.586
H -0.590 -4.581 -1.860
H -1.722 -4.714 0.177
H -1.337 -3.021 0.739
H -0.009 -4.997 3.306
H -1.468 -4.097 2.619
H 0.093 -3.206 2.951
H -1.048 0.274 -0.432
H -1.717 2.056 2.369
H -0.804 3.550 2.842
H -1.307 2.555 -0.147
H -0.302 4.029 0.236
C 2.247 -7.328 2.867
C 2.539 -5.884 2.635
N 2.783 -4.733 2.452
H 2.921 -7.942 2.271
H 2.386 -7.565 3.925
H 1.221 -7.550 2.585
C -5.834 6.910 -2.542
C -6.124 7.599 -3.834
N -6.347 8.134 -4.842
H -4.898 6.355 -2.621
H -5.746 7.643 -1.741
H -6.640 6.216 -2.302
C 0.809 0.293 -4.311
C 0.370 -1.133 -4.358
N 0.027 -2.246 -4.395
H -0.055 0.948 -4.178
H 1.502 0.441 -3.480
H 1.306 0.560 -5.245
C 3.910 -1.584 -7.053
C 3.153 -0.300 -7.100
N 2.566 0.704 -7.145
H 3.877 -1.998 -6.044
H 3.470 -2.301 -7.745
H 4.949 -1.412 -7.333
C 3.048 -5.302 6.715
C 2.765 -6.725 6.341
N 2.539 -7.827 6.038
H 2.848 -4.650 5.863
H 2.414 -5.004 7.550
H 4.092 -5.195 7.008
C 2.336 -11.629 1.580
C 1.579 -10.346 1.480
N 0.988 -9.346 1.403
H 2.244 -12.035 2.588
H 1.937 -12.351 0.867
H 3.390 -11.455 1.360
C 1.184 2.105 6.333
C 1.138 0.916 7.236
N 1.102 -0.011 7.940
H 2.094 2.678 6.521
H 1.176 1.781 5.291
H 0.317 2.745 6.513
C 0.063 3.775 -6.403
C -0.274 3.162 -5.084
N -0.534 2.681 -4.055
H 1.136 3.959 -6.463
H -0.229 3.101 -7.209
H -0.469 4.720 -6.519
C -7.016 7.941 1.742
C -7.305 8.629 0.448
N -7.531 9.165 -0.560
H -6.080 7.385 1.665
H -6.929 8.677 2.542
H -7.823 7.248 1.982
C 1.078 -6.713 -3.976
C 2.236 -6.466 -4.893
N 3.149 -6.284 -5.643
H 1.439 -6.894 -2.963
H 0.417 -5.845 -3.967
H 0.514 -7.586 -4.314
C -2.691 -1.643 -6.381
C -3.505 -2.629 -7.151
N -4.140 -3.398 -7.752
H -2.781 -0.653 -6.833
H -3.044 -1.596 -5.351
H -1.643 -1.943 -6.385
C 3.579 -0.492 10.684
C 3.601 -1.883 10.144
N 3.618 -2.967 9.722
H 3.835 0.216 9.896
H 2.583 -0.258 11.064
H 4.301 -0.398 11.496
C -0.235 6.739 6.688
C -0.264 5.361 6.112
N -0.290 4.282 5.662
H 0.062 7.455 5.922
H -1.223 7.007 7.061
H 0.480 6.781 7.511
C 1.323 -4.979 10.705
C 0.970 -5.573 12.029
N 0.695 -6.035 13.061
H 2.391 -4.763 10.668
H 1.075 -5.680 9.906
H 0.767 -4.053 10.553
C -5.515 2.371 -3.663
C -4.643 1.160 -3.777
N -3.966 0.215 -3.861
H -4.970 3.253 -4.002
H -6.407 2.247 -4.277
H -5.815 2.515 -2.624
C 2.449 -0.019 -11.046
C 3.632 -0.479 -10.261
N 4.555 -0.836 -9.648
H 2.567 1.032 -11.311
H 2.359 -0.609 -11.959
H 1.542 -0.138 -10.453
C -6.445 2.646 -7.288
C -5.159 2.356 -7.988
N -4.156 2.129 -8.532
H -6.787 1.757 -6.756
H -6.302 3.457 -6.572
H -7.205 2.941 -8.012
C 3.383 -9.454 9.668
C 3.659 -8.012 9.401
N 3.873 -6.888 9.191
H 4.068 -10.075 9.091
H 3.516 -9.666 10.730
H 2.358 -9.693 9.383
C 4.234 -4.974 -9.634
C 3.956 -5.610 -8.300
N 3.740 -6.099 -7.238
H 5.301 -4.774 -9.736
H 3.919 -5.645 -10.434
H 3.686 -4.033 -9.724
C -4.788 10.090 -7.713
C -3.503 9.787 -8.410
N -2.501 9.550 -8.952
H -5.139 9.205 -7.181
H -4.640 10.900 -6.998
H -5.543 10.392 -8.440
C 0.127 10.860 4.791
C -0.265 10.239 6.091
N -0.572 9.756 7.105
H 1.203 11.036 4.774
H -0.139 10.196 3.967
H -0.391 11.811 4.663
*
```

Entry 4:
C3H5ClINO6S | ωB97M-V/def2-TZVPD

## Properties
DFT total energy: -48421.6094 eV
ΔE to the lowest compared entry with this formula, charge and spin: 0.00 kJ/mol
SMILES: N[C@@]1(Cl)OS(=O)(=O)O[C@@]1(I)COO
Kohn-Sham gap: 9.79 eV
lowest unoccupied orbital energy: -0.0133 hartree
HOMO: -10.2 eV

ORCA input file:
```
! RIJCOSX wB97M-V def2-TZVPD def2/J DEFGRID3
* xyz 0 1
N 1.248 0.885 -1.440
C 0.410 1.209 -0.344
Cl 1.241 2.292 0.807
O -0.699 1.957 -0.829
S -2.087 1.179 -0.791
O -2.878 1.708 0.257
O -2.593 1.024 -2.100
O -1.450 -0.228 -0.357
C -0.231 -0.071 0.333
I -0.664 0.144 2.458
C 0.578 -1.351 0.137
O 0.018 -2.456 0.798
O 0.869 -2.814 1.889
H 1.875 1.643 -1.673
H 1.772 0.034 -1.326
H 0.580 -1.587 -0.931
H 1.601 -1.191 0.485
H 0.410 -2.379 2.628
*
```

Entry 5:
C4H11KNO | ωB97M-V/def2-TZVPD

## Properties
DFT total energy: -24183.1829 eV
ΔE to the lowest compared entry with this formula, charge and spin: 60.61 kJ/mol
Kohn-Sham gap: 8.54 eV
lowest unoccupied orbital energy: -0.1489 hartree
HOMO: -12.6 eV

ORCA input file:
```
! RIJCOSX wB97M-V def2-TZVPD def2/J DEFGRID3
* xyz 1 1
K 4.344 -1.064 -0.837
C 1.179 0.677 1.291
C 0.849 -0.221 0.106
C -0.584 -0.194 -0.505
O -1.504 -0.497 0.526
C -2.834 -0.282 0.257
N 1.710 0.211 -1.014
H 0.823 1.679 1.048
H 2.250 0.651 1.490
H 0.652 0.423 2.210
H 1.127 -1.245 0.357
H -0.508 -0.901 -1.332
H -0.763 0.804 -0.905
H -3.027 -0.894 -0.624
H -3.087 0.761 0.066
H -3.470 -0.641 1.067
H 1.384 1.090 -1.390
H 1.461 -0.358 -1.810
*
```

Entry 6:
C6H12O2 | ωB97M-V/def2-TZVPD

## Properties
DFT total energy: -10510.0834 eV
ΔE to the lowest compared entry with this formula, charge and spin: 214.54 kJ/mol
SMILES: C=CCCCC=O.O
Kohn-Sham gap: 10.45 eV
lowest unoccupied orbital energy: 0.0277 hartree
HOMO: -9.7 eV

ORCA input file:
```
! RIJCOSX wB97M-V def2-TZVPD def2/J DEFGRID3
* xyz 0 1
O -2.168 2.251 -1.383
C -1.218 1.691 -0.903
C -1.234 0.954 0.402
C 0.031 1.181 1.277
C 1.188 0.148 1.183
C 1.873 -2.016 0.191
C 1.046 -0.985 0.182
H -0.266 1.686 -1.469
H -2.072 1.337 0.980
H -1.446 -0.074 0.140
H -0.339 1.184 2.292
H 0.404 2.166 1.011
H 2.073 0.710 0.897
H 1.376 -0.287 2.162
H 2.695 -2.076 0.898
H 1.778 -2.821 -0.520
H 0.210 -0.952 -0.498
H -1.363 -2.057 -1.847
H -1.557 -0.624 -2.506
O -1.011 -1.417 -2.490
*
```

Entry 7:
C3H9NO4 | ωB97M-V/def2-TZVPD

## Properties
DFT total energy: -12936.3341 eV
ΔE to the lowest compared entry with this formula, charge and spin: 103.30 kJ/mol
SMILES: O=CCNC=O.O.O
Kohn-Sham gap: 10.33 eV
lowest unoccupied orbital energy: 0.0217 hartree
HOMO: -9.7 eV

ORCA input file:
```
! RIJCOSX wB97M-V def2-TZVPD def2/J DEFGRID3
* xyz 0 1
C -1.962 -0.977 1.438
N -2.067 -0.004 0.481
C -0.894 0.391 -0.263
C -0.921 0.078 -1.740
O 0.050 0.233 -2.432
O -0.937 -1.294 1.990
H -2.912 -1.484 1.670
H -3.006 0.105 0.133
H -0.050 0.034 0.280
H -0.739 1.471 -0.317
H -1.899 -0.198 -2.186
H 2.193 1.093 0.386
H 2.140 2.609 0.467
O 1.763 1.856 -0.004
H 2.928 -2.016 -0.219
H 3.115 -0.548 -0.107
O 3.199 -1.349 0.424
*
```

Entry 8:
C4H8N2 | ωB97M-V/def2-TZVPD

## Properties
DFT total energy: -7250.8754 eV
ΔE to the lowest compared entry with this formula, charge and spin: 675.40 kJ/mol
Kohn-Sham gap (spin up / spin down): 9.12 / 9.12 eV
lowest unoccupied orbital energy (spin up / spin down): 0.0075 / 0.0075 hartree
HOMO (spin up / spin down): -8.9 / -8.9 eV

ORCA input file:
```
! RIJCOSX wB97M-V def2-TZVPD def2/J DEFGRID3
* xyz 0 1
C -2.876 0.532 -0.256
C -1.876 0.109 0.249
C 1.311 1.208 -0.119
C 0.365 -1.633 -0.195
N 0.848 0.292 0.925
N 0.032 -0.738 0.927
H -3.641 1.054 -0.757
H 0.327 1.570 -0.696
H 2.003 1.875 0.279
H 1.785 0.671 -0.873
H 0.481 -1.244 -1.178
H 1.023 -2.293 0.305
H -0.468 -2.201 -0.420
H 0.686 0.798 1.809
*
```

DFT total energy of number 7 (C3H9NO4)?
-12936.3341 eV

DFT total energy of number 3 (C58H87Br2F3N25OS)?
-259905.1910 eV

What is the formula in the seventh record?
C3H9NO4